The ion C4H8N5OS with charge +1 in a non-equilibrium geometry, computed with the ωB97M-V functional and the def2-TZVPD basis.

```
19
C4H8N5OS (the ωB97M-V functional and the def2-TZVPD basis)
C 1.83204 0.05757 -1.00672
C -0.44401 0.98078 -1.24896
C 0.51635 -1.53473 0.88762
C -0.63126 0.60045 0.23114
N 2.56465 0.83710 1.07127
N 1.47537 0.54541 1.54939
N 2.81847 0.65331 -0.18879
N -1.42387 1.38178 -2.02629
N 0.57075 -0.10602 0.62332
O 0.73690 1.06439 -1.62610
S 1.93756 -1.26790 -1.87940
H 0.64951 -1.83833 1.90568
H -0.51303 -1.81586 0.67579
H 1.32016 -1.94531 0.25571
H -1.61956 0.04601 0.42208
H -0.83443 1.59048 0.84806
H 3.63716 0.98683 -0.48282
H -2.37100 1.44987 -1.79190
H -1.27597 1.85038 -2.93855
```

Calculated values
**HOMO**: -13.040 eV
**Calculated total energy**: -904.03002 Eh
**SMILES**: CN1CC(=[NH2+])OC(=S)N/N=N\1
**Energy relative to the best compared isomer or geometry (same formula, charge and spin)**: 2.1134 eV
**HOMO-LUMO gap**: 9.2 eV
**Net charge**: +1

These are the natural (NBO) partial charges, in e, on atoms 1 to 8:
1 C 0.203
2 C 0.721
3 C -0.429
4 C -0.336
5 N 0.104
6 N -0.054
7 N -0.456
8 N -0.708